[1]
{"formula": "C31H30N6O6OsS", "method": "ωB97M-V with the def2-TZVPD basis set", "elements": ["Os", "N", "C", "S", "N", "N", "C", "C", "C", "C", "C", "C", "C", "O", "H", "H", "H", "H", "H", "H", "H", "C", "O", "C", "C", "C", "C", "C", "C", "N", "C", "N", "C", "C", "C", "C", "C", "C", "O", "C", "N", "C", "C", "C", "C", "C", "C", "O", "C", "H", "H", "H", "H", "H", "H", "H", "H", "H", "H", "H", "H", "H", "H", "H", "H", "H", "H", "H", "H", "H", "H", "O", "C", "O", "H"], "coordinates": [[-0.3012, -0.2968, 0.0296], [-4.6158, 0.1313, -0.3776], [-3.2712, 0.1047, -0.5746], [-2.2372, 0.6460, 0.7422], [-2.8119, -0.2911, -1.7133], [-1.4175, -0.3063, -1.7705], [-0.9676, -0.3326, -2.9734], [0.4248, -0.2079, -3.3112], [0.8644, -0.5279, -4.6019], [2.1847, -0.3672, -4.9558], [3.0862, 0.1382, -4.0141], [2.6704, 0.4747, -2.7439], [1.3304, 0.3123, -2.3770], [0.9475, 0.6916, -1.1640], [-4.9742, 0.6309, 0.4151], [-5.2058, 0.0419, -1.1874], [-1.7023, -0.4153, -3.7702], [0.1455, -0.9087, -5.3182], [2.5213, -0.6290, -5.9493], [4.1280, 0.2627, -4.2805], [3.3620, 0.8595, -2.0064], [4.4861, 0.1492, 6.4106], [3.4310, -0.2117, 5.5372], [2.4362, -0.9972, 6.0368], [2.3721, -1.4664, 7.3365], [1.2897, -2.2447, 7.7402], [0.2756, -2.5325, 6.8486], [0.3329, -2.0562, 5.5418], [1.4170, -1.3035, 5.1186], [1.5683, -0.7685, 3.8310], [0.7846, -1.0051, 2.7336], [0.4163, -2.2722, 2.5274], [-0.4941, -2.8215, 1.6017], [-0.9519, -2.1842, 0.4514], [-1.7858, -2.9260, -0.3968], [-2.1537, -4.2221, -0.0995], [-1.6976, -4.8468, 1.0589], [-0.8709, -4.1406, 1.9052], [-0.3267, -4.6462, 3.0568], [-0.7958, -5.9025, 3.5063], [0.4740, -0.0321, 1.9138], [0.5592, 1.3083, 2.3927], [1.2676, 2.2560, 1.6746], [1.2952, 3.5839, 2.0845], [0.6040, 3.9587, 3.2206], [-0.1276, 3.0230, 3.9472], [-0.1645, 1.6995, 3.5331], [-0.8673, 0.7203, 4.1575], [-1.6479, 1.0768, 5.2829], [5.1595, 0.7730, 5.8307], [5.0221, -0.7355, 6.7614], [4.1109, 0.7141, 7.2673], [3.1590, -1.2358, 8.0393], [1.2498, -2.6148, 8.7557], [-0.5744, -3.1252, 7.1597], [-0.4763, -2.2672, 4.8571], [2.1716, 0.0375, 3.7701], [0.8501, -2.9548, 3.1312], [-2.1620, -2.4899, -1.3082], [-2.7967, -4.7653, -0.7800], [-1.9804, -5.8652, 1.2814], [-0.3966, -6.0368, 4.5081], [-0.4345, -6.7107, 2.8653], [-1.8876, -5.9227, 3.5358], [1.7809, 1.9430, 0.7742], [1.8519, 4.3139, 1.5132], [0.6181, 4.9890, 3.5515], [-0.6730, 3.3381, 4.8244], [-2.1553, 0.1686, 5.5955], [-2.3876, 1.8385, 5.0251], [-1.0186, 1.4367, 6.1011], [3.5195, -1.8922, 0.3810], [2.5545, -1.1733, 0.2188], [1.3754, -1.5919, -0.1364], [2.6332, -0.0885, 0.4120]], "lumo_energy_ev": [-0.6, -0.6], "homo_ev": [-7.36, -7.36], "de_lowest_ev": 0.000}

***

[2]
{"formula": "C31H30N6O6OsS", "method": "ωB97M-V with the def2-TZVPD basis set", "elements": ["Os", "N", "C", "S", "N", "N", "C", "C", "C", "C", "C", "C", "C", "O", "H", "H", "H", "H", "H", "H", "H", "C", "O", "C", "C", "C", "C", "C", "C", "N", "C", "N", "C", "C", "C", "C", "C", "C", "O", "C", "N", "C", "C", "C", "C", "C", "C", "O", "C", "H", "H", "H", "H", "H", "H", "H", "H", "H", "H", "H", "H", "H", "H", "H", "H", "H", "H", "H", "H", "H", "H", "O", "C", "O", "H"], "coordinates": [[0.3650, 0.2489, 1.0525], [2.1059, -3.4652, 3.1680], [1.3874, -2.3688, 2.8516], [-0.0869, -2.6198, 2.0159], [1.8294, -1.2142, 3.2672], [1.1902, -0.0911, 2.9141], [1.2735, 0.8911, 3.7820], [0.4386, 2.0297, 3.8062], [0.7683, 3.1330, 4.6116], [-0.0610, 4.2179, 4.7021], [-1.3049, 4.2015, 4.0499], [-1.6873, 3.1306, 3.2934], [-0.8192, 2.0220, 3.0872], [-1.1754, 1.0666, 2.3296], [1.6937, -4.3677, 3.0206], [2.9140, -3.3688, 3.7564], [1.9775, 0.7639, 4.6035], [1.7223, 3.1292, 5.1199], [0.2398, 5.0891, 5.2626], [-1.9541, 5.0622, 4.1310], [-2.6222, 3.1191, 2.7541], [-2.9397, 1.3395, -2.3426], [-3.8555, 1.5401, -1.2872], [-3.7212, 0.8702, -0.1210], [-4.4815, 1.4099, 0.9275], [-4.5502, 0.8229, 2.1696], [-3.8463, -0.3440, 2.4189], [-3.0807, -0.8856, 1.4093], [-3.0017, -0.2972, 0.1455], [-2.2337, -1.0529, -0.8203], [-0.8963, -0.9033, -0.9759], [-0.1400, -1.9923, -1.2583], [1.2212, -1.9825, -0.8909], [1.6828, -1.1163, 0.1202], [3.0375, -1.2036, 0.4429], [3.8757, -2.1013, -0.1955], [3.3942, -2.9613, -1.1683], [2.0558, -2.9132, -1.5222], [1.4505, -3.7199, -2.4541], [2.2475, -4.6852, -3.0997], [-0.2719, 0.2835, -0.9424], [0.6175, 0.5890, -1.9686], [1.7635, 1.3497, -1.7258], [2.6048, 1.7289, -2.7533], [2.3030, 1.3830, -4.0567], [1.1679, 0.6341, -4.3270], [0.3296, 0.2164, -3.3065], [-0.7950, -0.5442, -3.5086], [-1.1582, -0.8579, -4.8315], [-3.2366, 2.0436, -3.1213], [-2.9911, 0.3195, -2.7319], [-1.9206, 1.5587, -2.0168], [-5.0226, 2.3180, 0.7162], [-5.1439, 1.2762, 2.9499], [-3.8821, -0.8227, 3.3844], [-2.5126, -1.7878, 1.5927], [-2.5055, -2.0310, -0.8039], [-0.5440, -2.8931, -1.4722], [3.4471, -0.5634, 1.2139], [4.9207, -2.1455, 0.0765], [4.0692, -3.6569, -1.6389], [1.5899, -5.1990, -3.8018], [2.6592, -5.4092, -2.3872], [3.0689, -4.2182, -3.6508], [1.9877, 1.6564, -0.7137], [3.4875, 2.3090, -2.5313], [2.9369, 1.6989, -4.8719], [0.9351, 0.3861, -5.3500], [-2.0910, -1.4160, -4.7625], [-0.3963, -1.4773, -5.3173], [-1.3295, 0.0460, -5.4228], [-0.6796, 2.7860, 0.2468], [0.3582, 3.1991, 0.7412], [1.2934, 2.5006, 1.2124], [0.5306, 4.3051, 0.8008]], "lumo_energy_ev": [-0.1, -2.3], "s2": 6.06, "homo_ev": [-7.31, -7.59], "de_lowest_ev": 2.258, "multiplicity": 5}

***

[3]
{"formula": "C31H30NO5S2", "method": "ωB97M-V with the def2-TZVPD basis set", "elements": ["C", "C", "C", "C", "C", "C", "C", "C", "C", "O", "H", "H", "H", "H", "H", "H", "H", "H", "H", "C", "N", "C", "C", "C", "C", "C", "C", "C", "S", "C", "C", "C", "C", "C", "C", "O", "O", "S", "C", "C", "C", "C", "C", "C", "O", "O", "C", "C", "H", "H", "H", "H", "H", "H", "H", "H", "H", "H", "H", "H", "H", "H", "H", "H", "H", "H", "H", "H", "H"], "coordinates": [[1.8927, -0.7064, 2.9308], [0.7026, 0.1638, 2.7845], [-0.3774, -0.3452, 1.8242], [-1.7402, -0.3252, 2.5883], [-2.1814, 0.8795, 3.1138], [-3.4243, 0.9598, 3.7587], [-4.2273, -0.1682, 3.8972], [-3.7738, -1.3982, 3.4043], [-2.5352, -1.4791, 2.7603], [0.6133, 1.2780, 3.3401], [2.0465, -1.2316, 1.9820], [2.7743, -0.0835, 3.1189], [1.8472, -1.4725, 3.7294], [-0.1281, -1.4146, 1.6237], [-1.5762, 1.7683, 2.9317], [-3.7508, 1.9331, 4.1427], [-5.1652, -0.1064, 4.4650], [-4.3928, -2.2992, 3.5245], [-2.2207, -2.4085, 2.2644], [-4.4667, -1.3955, -4.4416], [-3.8510, -2.0435, -3.3066], [-4.2923, -3.3953, -3.0244], [-3.0566, -1.3830, -2.4109], [-2.4104, -2.1191, -1.3986], [-1.4321, -1.5350, -0.6345], [-1.1578, -0.1870, -0.6975], [-0.0769, 0.2839, 0.3056], [1.2476, 0.4046, -0.4023], [2.5866, 1.5527, -0.1853], [2.0114, 3.0448, 0.6567], [1.3841, 4.0444, -0.0862], [0.7868, 5.1257, 0.5798], [0.8303, 5.1875, 1.9786], [1.5098, 4.2196, 2.7084], [2.1680, 3.1840, 2.0346], [3.5499, 0.9784, 0.7156], [3.0280, 1.9832, -1.5181], [1.7926, -1.1292, -1.1826], [3.6143, -1.1076, -1.5136], [4.4622, -1.7256, -0.5971], [5.8232, -1.7723, -0.8627], [6.3197, -1.2459, -2.0599], [5.4431, -0.6748, -2.9897], [4.0839, -0.6181, -2.7300], [1.6314, -2.0907, -0.0927], [1.1590, -1.3032, -2.4682], [-1.8277, 0.5975, -1.6621], [-2.7539, -0.0027, -2.5355], [-3.7622, -0.6574, -4.8599], [-4.6809, -2.1837, -5.1808], [-5.4245, -0.9066, -4.1681], [-3.4459, -4.0997, -2.9262], [-4.8905, -3.4851, -2.0933], [-4.9330, -3.7462, -3.8480], [-2.6049, -3.1634, -1.2286], [-0.9315, -2.1689, 0.0773], [-0.2712, 1.3088, 0.6730], [1.3652, 3.9593, -1.1773], [0.2952, 5.8984, -0.0084], [0.3318, 6.0092, 2.5016], [1.5463, 4.2384, 3.7968], [2.7746, 2.4709, 2.5813], [4.0489, -2.1587, 0.3097], [6.4854, -2.2239, -0.1305], [7.3915, -1.2822, -2.2653], [5.8149, -0.2743, -3.9228], [3.3837, -0.2019, -3.4457], [-1.6929, 1.6793, -1.7391], [-3.2896, 0.5661, -3.3093]], "smiles": "CC(=O)[C@@H](c1ccccc1)[C@@H](C(S(=O)(=O)c1ccccc1)=[S@@](=O)([O-])c1ccccc1)c1ccc(N(C)C)cc1", "lumo_energy_ev": 2.7, "homo_ev": -3.71, "total_charge": -1, "de_lowest_ev": 0.000}

***

Which formula does entry 3 have? C31H30NO5S2